[1]
DFT (ωB97M-V/def2-TZVPD) results for a 7-piece molecular cluster, C19H46Cl2FN3O10 overall.

Properties
- Largest force on an atom: 1.8 eV/A
- Frontier orbital gap: 9.1610 eV
- SMILES: CCCN[C@@]1(F)NC(=O)[C@@H](/C(Cl)=C(/C)Cl)[C@]1(CCN)COCCOCCOCC.O.O.O.O.O.O
- E_HOMO: -0.32271 hartree

Each line ends with the Mulliken charge.
Atoms and positions in Å:
C -0.579 -2.265 5.187  -1.087
C 0.051 -1.316 4.158  -0.752
C 0.223 -1.911 2.761  -0.281
N -1.052 -2.053 2.064  0.110
C -0.972 -2.322 0.661  -0.884
F 0.326 -2.801 0.406  -0.514
N -1.815 -3.423 0.215  -0.108
C -2.870 -2.929 -0.541  -0.441
O -3.611 -3.575 -1.268  -0.676
C -2.908 -1.387 -0.321  0.959
C -3.796 -1.216 0.912  -0.864
Cl -4.270 -2.607 1.863  -0.169
C -4.328 -0.050 1.311  0.941
C -5.219 0.100 2.501  -1.535
Cl -4.040 1.406 0.429  -0.220
C -1.367 -1.122 -0.254  3.050
C -0.843 0.159 0.374  -2.011
C -0.960 1.403 -0.512  -1.126
N -1.026 2.645 0.303  -0.500
C -0.825 -1.475 -1.678  -1.315
O 0.205 -0.634 -2.138  -0.356
C 1.492 -1.020 -1.700  0.285
C 2.534 -0.070 -2.212  -0.652
O 2.223 1.211 -1.697  0.094
C 3.355 2.020 -1.419  -0.587
C 3.470 3.114 -2.465  -0.952
O 3.706 2.573 -3.749  -0.181
C 2.543 2.444 -4.555  -0.044
C 2.690 3.287 -5.838  -1.279
H -1.363 -2.873 4.762  0.306
H 0.217 -2.877 5.606  0.324
H -0.945 -1.670 6.008  0.293
H -0.454 -0.356 4.117  0.357
H 1.068 -1.100 4.489  0.407
H 0.907 -1.258 2.234  0.070
H 0.692 -2.886 2.912  0.315
H -1.672 -2.695 2.530  0.477
H -1.293 -4.161 -0.232  0.419
H -3.413 -0.972 -1.185  0.753
H -5.333 1.141 2.774  0.397
H -4.821 -0.416 3.363  0.441
H -6.187 -0.332 2.259  0.328
H 0.203 0.043 0.636  0.250
H -1.437 0.338 1.262  0.543
H -1.801 1.331 -1.197  0.624
H -0.077 1.443 -1.136  -0.263
H -0.229 3.213 0.037  0.436
H -1.813 3.176 -0.053  0.271
H -1.645 -1.343 -2.381  0.260
H -0.502 -2.510 -1.771  0.528
H 1.528 -0.931 -0.612  -0.208
H 1.722 -2.058 -1.953  0.446
H 3.480 -0.455 -1.830  0.509
H 2.608 -0.097 -3.295  -0.090
H 4.280 1.460 -1.411  0.346
H 3.185 2.489 -0.451  0.330
H 2.601 3.770 -2.439  0.382
H 4.327 3.724 -2.174  0.451
H 1.645 2.699 -4.003  0.288
H 2.418 1.410 -4.869  0.157
H 2.314 2.724 -6.685  0.379
H 2.093 4.188 -5.743  0.320
H 3.741 3.513 -5.961  0.213
O 4.660 0.008 0.387  -0.529
H 5.352 0.325 0.976  0.252
H 4.275 -0.740 0.855  0.276
O -3.153 -2.464 6.531  -0.623
H -3.850 -2.929 6.056  0.295
H -2.983 -3.016 7.301  0.299
O 6.337 2.222 -5.264  -0.664
H 5.563 2.354 -4.699  0.410
H 6.100 2.638 -6.097  0.301
O -6.176 -1.049 5.196  -0.582
H -6.386 -0.744 6.084  0.291
H -7.033 -1.133 4.764  0.299
O -0.504 4.896 2.582  -0.646
H -0.683 4.438 1.751  0.339
H -0.043 5.699 2.325  0.314
O 3.270 -1.979 -4.824  -0.553
H 3.360 -1.750 -5.754  0.280
H 3.800 -2.776 -4.724  0.276

***

[2]
DFT (ωB97M-V/def2-TZVPD) results for C4H5NO in the gas phase.

Properties
- Energy relative to the best compared isomer or geometry (same formula, charge and spin): 92.4 kcal/mol
- Largest force on an atom: 0.3 eV/A
- Frontier orbital gap: 9.6188 eV
- SMILES: C=C/C=C1/NO1
- E_HOMO: -0.31892 hartree

Each line ends with the Mulliken charge.
Atoms and positions in Å:
C 1.224 0.055 -1.370  -0.806
C -0.087 0.291 -1.304  0.085
C -0.941 -0.011 -0.150  -0.643
C -0.441 -0.259 1.044  0.759
N -0.653 -0.603 2.369  -0.427
O 0.713 -0.356 1.697  -0.342
H 1.804 0.333 -2.244  0.244
H 1.760 -0.434 -0.561  0.227
H -0.592 0.750 -2.152  0.287
H -2.020 -0.014 -0.254  0.323
H -0.766 0.247 2.926  0.293

***

[3]
DFT (ωB97M-V/def2-TZVPD) results for C24H36LiO18 as an isolated structure.

Properties
- Energy relative to the best compared isomer or geometry (same formula, charge and spin): 56.5 kcal/mol
- Largest force on an atom: 13.0 eV/A
- Frontier orbital gap: 10.4585 eV
- Charge: +1
- E_HOMO: -0.44234 hartree

Each line ends with the Mulliken charge.
Atoms and positions in Å:
Li -0.013 -0.414 0.073  1.687
C -5.550 -2.808 0.936  -2.145
C -4.698 -1.462 0.978  0.176
C -4.360 -1.001 2.361  -0.875
O -2.913 -1.038 2.302  -0.284
C -2.479 -1.514 1.154  0.628
O -1.344 -1.799 0.839  -0.499
O -3.504 -1.847 0.375  -0.305
H -6.457 -2.428 1.148  0.572
H -5.247 -3.503 1.579  0.475
H -5.645 -3.072 0.006  0.588
H -4.962 -0.779 0.339  0.776
H -4.658 -1.500 3.101  0.678
H -4.807 -0.097 2.517  0.328
C 5.237 -3.624 2.179  -1.462
C 3.815 -4.037 1.708  0.398
C 2.720 -3.636 2.734  -0.536
O 1.851 -2.734 2.242  -0.203
C 2.233 -2.367 0.965  0.404
O 1.722 -1.496 0.187  -0.570
O 3.277 -3.199 0.568  -0.312
H 5.580 -4.123 3.059  0.417
H 5.415 -2.585 2.517  0.381
H 5.929 -3.740 1.396  0.375
H 3.588 -5.224 1.295  0.262
H 3.405 -3.013 3.468  0.272
H 2.138 -4.451 3.249  0.309
C -3.630 5.019 -0.264  -1.751
C -3.215 3.733 0.502  0.714
C -4.255 2.547 0.556  -0.626
O -3.559 1.402 0.366  -0.061
C -2.355 1.712 -0.070  0.258
O -1.475 0.930 -0.431  -0.270
O -2.191 3.077 -0.131  -0.301
H -2.721 5.555 -0.409  0.391
H -4.247 5.612 0.034  0.634
H -3.738 4.657 -1.331  0.317
H -2.899 3.838 1.472  -0.005
H -5.104 2.657 -0.269  0.267
H -4.757 2.435 1.501  0.398
C 0.518 2.287 5.816  -1.277
C -0.592 2.304 4.799  0.103
C -0.404 3.482 3.742  -0.126
O 0.169 2.789 2.667  -0.231
C -0.121 1.546 2.804  0.252
O -0.054 0.739 1.855  -0.472
O -0.623 1.187 4.013  -0.297
H 0.946 3.309 6.096  0.293
H 1.419 1.770 5.534  0.373
H 0.239 1.461 6.533  0.358
H -1.506 2.278 5.198  0.463
H 0.241 4.297 4.381  0.278
H -1.331 3.900 3.331  0.061
C 4.108 3.416 -3.738  -1.750
C 2.614 3.079 -3.661  0.391
C 2.327 1.736 -4.416  -0.739
O 1.460 1.098 -3.492  -0.125
C 1.696 1.636 -2.315  0.216
O 1.066 1.141 -1.274  -0.462
O 2.497 2.699 -2.323  -0.244
H 4.321 4.398 -3.221  0.351
H 4.206 3.663 -4.675  0.576
H 4.737 2.826 -3.256  0.450
H 1.794 3.786 -3.966  0.385
H 3.101 1.030 -4.480  0.424
H 1.864 2.042 -5.365  0.342
C 3.088 -3.304 -4.673  -1.532
C 1.655 -2.600 -4.595  0.303
C 0.524 -3.680 -4.578  -0.415
O -0.292 -3.265 -3.476  -0.380
C 0.285 -2.166 -2.888  0.429
O -0.183 -1.833 -1.860  -0.261
O 1.498 -1.920 -3.443  -0.403
H 3.717 -2.505 -4.743  0.429
H 3.349 -3.862 -5.650  0.357
H 3.082 -4.223 -4.058  0.366
H 1.660 -1.991 -5.377  0.396
H 0.822 -4.710 -4.487  0.345
H 0.004 -3.531 -5.567  0.276

***

[4]
DFT (ωB97M-V/def2-TZVPD) results for C4H8N2S in the gas phase.

Properties
- Energy relative to the best compared isomer or geometry (same formula, charge and spin): 16.7 kcal/mol
- Largest force on an atom: 2.4 eV/A
- Frontier orbital gap: 9.6173 eV
- SMILES: [H]/N=C1\SCCN1C
- E_HOMO: -0.32432 hartree

Each line ends with the Mulliken charge.
Atoms and positions in Å:
H 1.237 -2.380 -1.608  0.225
N 1.197 -1.877 -0.731  -0.677
C 0.477 -0.864 -0.774  0.484
S -0.553 -0.304 -2.128  -0.170
C -1.044 1.192 -1.211  -0.521
C -0.841 0.843 0.224  -0.613
N 0.363 -0.022 0.305  -0.022
C 0.827 -0.436 1.568  -0.968
H -0.281 1.938 -1.477  0.283
H -2.061 1.515 -1.424  0.373
H -1.686 0.268 0.682  0.298
H -0.564 1.722 0.827  0.320
H 0.134 -1.094 2.101  0.321
H 1.007 0.466 2.157  0.321
H 1.788 -0.967 1.489  0.345

***

[5]
DFT (ωB97M-V/def2-TZVPD) results for C5H11N2O in the gas phase.

Properties
- ⟨S²⟩: 0.754
- Energy relative to the best compared isomer or geometry (same formula, charge and spin): 60.0 kcal/mol
- Largest force on an atom: 1.3 eV/A
- Frontier orbital gap (spin up / spin down): 4.7988 / 9.9498 eV
- 2S+1: 2
- E_HOMO (spin up / spin down): -0.14417 / -0.33510 hartree

Each line ends with the Mulliken charge.
Atoms and positions in Å:
O -0.058 2.106 -0.663  -0.419
C 0.295 2.032 0.480  -0.231
C 0.105 0.879 1.448  0.565
C 0.305 -0.554 0.876  -0.978
C -0.573 -0.876 -0.299  -0.440
C -0.117 -0.900 -1.564  -0.839
N -0.997 -1.389 -2.617  -0.940
N 0.986 1.107 2.589  -0.628
H 0.809 2.904 0.951  0.271
H -0.939 0.950 1.784  0.199
H 1.348 -0.595 0.543  0.363
H 0.144 -1.213 1.726  0.368
H -1.614 -1.013 -0.060  0.200
H 0.914 -0.846 -1.843  0.329
H -0.689 -1.057 -3.529  0.598
H -1.116 -2.523 -2.655  0.638
H -1.945 -1.061 -2.472  0.482
H 1.435 0.258 2.899  0.255
H 1.706 1.791 2.405  0.206

***

[6]
DFT (ωB97M-V/def2-TZVPD) results for an isolated ion of composition C6H13NO3PS and charge +1.

Properties
- Energy relative to the best compared isomer or geometry (same formula, charge and spin): 33.5 kcal/mol
- Largest force on an atom: 5.2 eV/A
- Frontier orbital gap: 9.5516 eV
- Charge: +1
- E_HOMO: -0.52380 hartree

Each line ends with the Mulliken charge.
Atoms and positions in Å:
C 3.597 0.755 -0.774  0.115
C -3.135 1.109 -0.547  -1.090
C -2.479 -1.217 -0.744  -0.839
C 3.909 -0.575 -0.169  -0.231
C 2.766 -1.154 0.690  -0.728
C -2.732 -0.163 0.253  0.383
N 3.421 1.813 -1.149  -0.341
O 0.197 1.679 -0.257  -0.367
O 0.894 0.988 2.009  -0.442
O -1.705 -0.022 1.179  -0.604
P 0.273 0.463 0.692  1.058
S 1.080 -1.277 -0.080  0.023
H -2.427 1.387 -1.435  0.137
H -4.187 0.933 -0.871  0.423
H -2.969 1.965 0.136  0.354
H -1.535 -0.916 -1.342  0.111
H -3.412 -1.434 -1.444  0.343
H -2.216 -2.291 -0.358  0.255
H 3.985 -1.148 -1.134  0.236
H 4.788 -0.601 0.385  0.410
H 2.627 -0.527 1.479  0.319
H 3.050 -2.171 1.042  0.418
H -3.633 -0.416 0.820  0.305
H -0.389 1.522 -0.999  0.364
H 0.230 1.299 2.615  0.388

***

largest force on an atom of number 2 (C4H5NO)?
0.3 eV/A

***

Among the records above, which one has the lowest largest force on an atom?
C4H5NO

***

Which of these has the highest largest force on an atom?
C24H36LiO18

***

largest force on an atom of number 1 (C19H46Cl2FN3O10)?
1.8 eV/A